The following is a DFT calculation (ωB97M-V with the def2-TZVPD basis set) of a molecular structure, C2H4AlO2.

Summary:
DFT total energy ... -12803.676 eV
Total charge ... +2
Orbital gap (spin up / spin down) ... 9.26 / 6.31 eV
E_HOMO (spin up / spin down) ... -20.02 / -20.04 eV
Energy relative to the best compared isomer or geometry (same formula, charge and spin) ... 1.237 eV
2S+1 ... 2

Cartesian coordinates (Å):
1 C 0.95191 0.03643 -0.71748
2 C 0.80947 0.78197 -1.84433
3 O -0.02919 0.43824 0.18129
4 H 1.78488 -0.42141 -0.19014
5 H 1.74216 1.09421 -2.31793
6 H -0.00498 0.54012 -2.53208
7 Al -0.73323 -0.47757 2.35572
8 O -0.73036 -0.67769 0.73148
9 H -0.58369 1.09727 -0.55138